Formula: C41H43AsB2Br2F4FeN6O5
Source: the OMol25 dataset
Level of theory: ωB97M-V with the def2-TZVPD basis set

Summary:
Molar mass, g mol⁻¹: 1088.02
Electronic energy, hartree: -11389.57001
Charge: +1
<S²>: 0.789
Gap between HOMO and LUMO (alpha / beta), eV: 7.2 / 5.4
Multiplicity: 2

```
105
C41H43AsB2Br2F4FeN6O5 ωB97M-V with the def2-TZVPD basis set
Fe 0.387 -0.701 1.605
C -0.932 -2.345 5.368
C -0.355 -2.032 4.031
N -0.170 -0.860 3.553
O -0.713 0.165 4.240
B 0.081 1.041 5.225
F 0.502 0.226 6.263
F -0.813 2.016 5.582
O 1.249 1.695 4.575
N 1.813 0.803 3.763
C 2.864 1.148 3.126
C 3.618 2.431 3.281
C 3.293 0.091 2.193
N 2.396 -0.696 1.708
O 2.950 -1.759 0.944
B 1.924 -4.321 1.189
F 2.630 -4.230 2.300
F 2.317 -5.111 0.211
O 0.757 -3.623 0.978
N 0.401 -2.670 1.930
C 0.018 -3.106 3.073
C -0.118 -4.535 3.472
C 4.749 0.034 1.853
H -0.900 -1.463 5.999
H -0.369 -3.146 5.847
H -1.970 -2.675 5.271
H 3.087 3.068 3.983
H 3.715 2.960 2.330
H 4.623 2.252 3.666
H -0.176 -5.198 2.612
H -1.017 -4.661 4.073
H 0.733 -4.829 4.089
H 5.336 0.046 2.772
H 5.017 0.935 1.296
H 5.013 -0.844 1.278
Br 0.073 4.240 2.405
C -1.286 2.999 2.218
C -2.608 3.353 2.448
C -3.626 2.429 2.323
Br -5.379 2.990 2.627
C -3.372 1.055 1.973
C -4.341 0.052 1.837
C -3.939 -1.222 1.508
C -2.583 -1.491 1.329
N -1.653 -0.560 1.461
C -2.044 0.689 1.767
C -0.951 1.653 1.864
O 0.205 1.261 1.612
H -2.841 4.369 2.733
H -5.387 0.281 1.990
H -4.661 -2.016 1.383
H -2.239 -2.481 1.055
C -1.354 6.115 -1.405
C -1.178 4.623 -1.422
C -2.234 3.771 -1.700
C -2.088 2.389 -1.690
C -3.301 1.563 -2.049
C -0.834 1.817 -1.384
As -0.979 -0.153 -1.426
N 0.626 -0.712 -0.547
C 1.494 -1.505 -1.060
C 2.909 -1.452 -0.460
C 3.921 -2.350 -1.097
C 3.601 -3.188 -2.075
C 2.231 -3.266 -2.577
C 1.256 -2.461 -2.141
C -0.747 -0.523 -3.338
C 0.234 0.019 -4.179
C 1.328 0.926 -3.691
C 0.217 -0.298 -5.535
C -0.742 -1.133 -6.084
C -0.760 -1.447 -7.554
C -1.695 -1.680 -5.233
C -1.714 -1.396 -3.875
C -2.775 -2.069 -3.034
C 0.246 2.669 -1.088
C 1.648 2.250 -0.720
C 0.047 4.046 -1.128
H -2.269 6.414 -1.913
H -0.514 6.617 -1.886
H -1.407 6.482 -0.377
H -3.206 4.190 -1.940
H -4.170 2.207 -2.163
H -3.530 0.815 -1.287
H -3.157 1.033 -2.995
H 3.241 -0.411 -0.564
H 4.936 -2.280 -0.726
H 4.352 -3.835 -2.509
H 1.998 -4.027 -3.311
H 0.249 -2.578 -2.511
H 1.737 0.591 -2.740
H 0.960 1.943 -3.548
H 2.141 0.960 -4.415
H 0.981 0.124 -6.179
H 0.081 -0.985 -8.068
H -1.680 -1.083 -8.013
H -0.717 -2.524 -7.725
H -2.442 -2.354 -5.640
H -3.338 -2.775 -3.641
H -3.479 -1.348 -2.614
H -2.345 -2.618 -2.193
H 1.748 1.180 -0.607
H 1.921 2.707 0.233
H 2.356 2.602 -1.475
H 0.893 4.691 -0.910
```

---

Formula: C41H43Cl2CuN4O3
Source: the OMol25 dataset
Level of theory: ωB97M-V with the def2-TZVPD basis set

Summary:
Molar mass, g mol⁻¹: 774.27
Electronic energy, hartree: -4592.55777
Charge: +3
<S²>: 0.769
Gap between HOMO and LUMO (alpha / beta), eV: 3.3 / 3.6
Multiplicity: 2

```
94
C41H43Cl2CuN4O3 ωB97M-V with the def2-TZVPD basis set
C -1.451 -1.841 8.161
N -1.372 -0.961 6.969
C -2.374 -0.035 6.766
C -2.302 0.715 5.613
C -1.403 0.358 4.563
C -0.392 -0.571 4.847
C -0.454 -1.277 6.064
C -1.463 1.191 3.274
C -1.548 2.612 3.328
C -1.429 3.381 2.205
N -1.371 2.804 1.025
C -1.263 1.449 0.977
C -1.264 0.603 2.067
C -1.408 3.613 -0.158
H -2.225 -2.566 7.911
H -1.675 -1.210 9.021
H -0.748 -2.669 8.248
H -3.141 0.177 7.495
H -3.048 1.463 5.387
H 0.138 -0.908 3.969
H 0.207 -2.101 6.290
H -1.667 3.118 4.275
H -1.539 4.454 2.257
H -1.070 1.126 -0.035
H -1.090 -0.460 1.997
H -0.388 3.958 -0.328
H -2.182 4.363 0.006
H -1.755 3.040 -1.018
C -6.885 0.001 4.557
N -6.055 -0.602 3.483
C -6.453 -0.659 2.169
C -5.672 -1.234 1.242
C -4.430 -1.744 1.547
C -4.092 -1.833 2.931
C -4.957 -1.310 3.894
C -3.567 -2.261 0.476
C -2.915 -3.475 0.600
C -2.025 -3.973 -0.408
N -1.874 -3.245 -1.582
C -2.472 -2.013 -1.711
C -3.298 -1.554 -0.704
C -1.019 -3.870 -2.593
H -7.745 -0.665 4.633
H -7.188 0.992 4.221
H -6.326 0.128 5.484
H -7.405 -0.221 1.907
H -6.144 -1.407 0.286
H -3.145 -2.287 3.179
H -4.831 -1.552 4.939
H -3.037 -3.971 1.551
H -1.345 -4.788 -0.209
H -2.246 -1.583 -2.675
H -3.871 -0.679 -0.972
H -1.614 -3.974 -3.501
H -0.849 -4.930 -2.404
H -0.080 -3.317 -2.592
Cu 0.841 -2.563 1.206
C 0.749 -0.221 -1.923
O 0.495 -0.955 -0.665
H -0.162 -0.011 -2.484
H 1.052 0.804 -1.707
H 1.488 -0.634 -2.608
Cl -2.075 -1.307 -5.792
C -1.859 0.466 -5.415
C -0.712 0.900 -6.316
Cl 0.852 0.720 -5.452
H -1.631 0.623 -4.361
H -2.739 1.062 -5.654
H -0.678 1.978 -6.470
H -0.752 0.507 -7.332
C 5.186 -1.646 -5.352
C 4.054 -0.949 -5.138
C 4.046 0.350 -4.640
C 5.241 0.942 -4.343
C 6.426 0.211 -4.589
C 6.433 -1.064 -5.049
C 7.757 0.751 -4.135
O 8.833 0.227 -4.508
C 7.835 1.829 -3.102
C 8.972 2.205 -2.369
C 8.935 3.172 -1.357
C 7.789 3.969 -1.166
C 6.684 3.741 -1.977
C 6.655 2.635 -2.877
C 5.384 2.297 -3.682
O 4.575 3.193 -3.910
H 5.082 -2.602 -5.842
H 3.056 -1.358 -5.188
H 3.104 0.776 -4.328
H 7.283 -1.549 -5.506
H 9.808 1.523 -2.391
H 9.707 3.335 -0.619
H 7.670 4.530 -0.251
H 5.835 4.313 -1.634
```

---

Formula: C41H43CrN8O
Source: the OMol25 dataset
Level of theory: ωB97M-V with the def2-TZVPD basis set

Summary:
Molar mass, g mol⁻¹: 715.85
Electronic energy, hartree: -3145.61612
Charge: +1
<S²>: 6.013
Gap between HOMO and LUMO (alpha / beta), eV: 8.0 / 7.9
Multiplicity: 5

```
94
C41H43CrN8O ωB97M-V with the def2-TZVPD basis set
Cr 0.676 2.366 -2.438
C 0.381 -0.542 -0.566
O 0.565 0.655 -1.247
H 0.337 -0.379 0.520
H -0.520 -1.070 -0.899
H 1.220 -1.244 -0.683
N 0.413 4.193 -1.220
C 0.572 5.472 -1.644
C 0.612 6.582 -0.826
C 0.391 6.366 0.538
C 0.174 5.088 0.996
C 0.219 4.045 0.093
H 0.679 5.666 -2.706
H 0.834 7.563 -1.216
H 0.378 7.185 1.246
H 0.048 4.871 2.047
H 0.070 3.018 0.402
N -1.547 2.468 -2.638
C -2.268 2.694 -3.767
C -3.624 2.480 -3.845
C -4.318 1.994 -2.735
C -3.587 1.751 -1.595
C -2.220 2.010 -1.586
H -1.732 3.095 -4.616
H -4.136 2.522 -4.797
H -5.364 1.719 -2.734
H -4.046 1.298 -0.727
H -1.713 1.706 -0.679
N 1.170 -6.091 -2.670
C 1.174 -4.820 -2.235
C 2.302 -4.140 -1.838
C 3.520 -4.832 -1.945
C 3.528 -6.127 -2.414
C 2.311 -6.750 -2.730
H 0.246 -4.316 -2.492
H 2.221 -3.091 -1.587
H 4.469 -4.395 -1.663
H 4.501 -6.592 -2.500
H 2.283 -7.752 -3.140
N -4.767 -2.242 -2.261
C -4.431 -1.490 -3.292
C -3.086 -1.236 -3.591
C -2.145 -1.977 -2.904
C -2.514 -2.872 -1.905
C -3.859 -2.972 -1.595
H -5.142 -0.913 -3.873
H -2.786 -0.496 -4.320
H -1.088 -1.802 -3.075
H -1.822 -3.326 -1.207
H -4.286 -3.633 -0.857
N 2.883 2.318 -2.064
C 3.562 1.235 -1.651
C 4.701 1.305 -0.880
C 5.207 2.551 -0.588
C 4.578 3.699 -1.064
C 3.475 3.515 -1.903
H 3.131 0.252 -1.787
H 5.254 0.437 -0.552
H 6.104 2.697 0.000
H 5.012 4.650 -0.798
H 2.900 4.359 -2.260
N -3.558 -4.220 2.328
C -2.240 -3.929 2.202
C -1.766 -2.741 1.695
C -2.696 -1.771 1.293
C -4.035 -2.056 1.427
C -4.415 -3.278 1.975
H -1.605 -4.772 2.442
H -0.729 -2.430 1.674
H -2.314 -0.823 0.936
H -4.775 -1.364 1.044
H -5.469 -3.423 2.188
N 3.635 1.945 2.951
C 2.520 1.865 2.202
C 1.233 2.010 2.677
C 1.055 2.572 3.950
C 2.201 2.957 4.600
C 3.443 2.479 4.161
H 2.636 1.433 1.211
H 0.428 1.738 2.007
H 0.083 2.809 4.363
H 2.177 3.548 5.506
H 4.349 2.572 4.746
N 1.325 -2.734 3.798
C 0.897 -1.515 3.487
C -0.335 -0.974 3.865
C -1.215 -1.757 4.583
C -0.770 -3.015 4.973
C 0.486 -3.455 4.562
H 1.617 -0.886 2.974
H -0.495 0.031 3.499
H -2.170 -1.508 5.031
H -1.374 -3.629 5.626
H 0.776 -4.406 4.991
```

---

multiplicity of number 2 (C41H43Cl2CuN4O3)?
2